1.
Here is an isolated molecule of CH2N4OS from the OMol25 dataset. Energies are from the ωB97M-V functional and the def2-TZVPD basis.

HOMO = -9.92 eV
DFT total energy = -19908.85347 eV
Energy relative to the best compared isomer or geometry (same formula, charge and spin) = 1.082 eV
SMILES string = [H]/N=c1/onnn1S

Structure (ORCA input):
```
! wB97M-V def2-TZVPD RIJCOSX def2/J DEFGRID3
* xyz 0 1
C 0.0694 -0.7618 0.5091
H 0.7442 2.4857 -0.1343
H -0.3549 -0.0029 2.1689
N -0.0528 0.3334 -0.3354
N 0.0315 -0.0822 -1.6926
N 0.1855 -1.2675 -1.7858
N -0.3245 -0.8439 1.7048
O 0.2018 -1.8109 -0.4730
S -0.5003 1.9500 0.0384
*
```

***

2.
Here is an isolated molecule of CH2N4S from the OMol25 dataset. Energies are from the ωB97M-V functional and the def2-TZVPD basis.

HOMO = -10.02 eV
DFT total energy = -17862.71887 eV
Energy relative to the best compared isomer or geometry (same formula, charge and spin) = 1.087 eV
SMILES string = Sn1cnnn1

Structure (ORCA input):
```
! wB97M-V def2-TZVPD RIJCOSX def2/J DEFGRID3
* xyz 0 1
C -0.6760 1.0750 0.0144
H 1.8701 -1.2116 0.1298
H -0.3693 2.1189 0.0111
N 0.2002 0.0422 0.0084
N -1.8923 0.5957 0.0023
N -1.7678 -0.7477 -0.0222
N -0.5081 -1.0981 0.0095
S 1.8957 0.0686 -0.0133
*
```

***

3.
Here is an isolated molecule of CH2N4S from the OMol25 dataset. Energies are from the ωB97M-V functional and the def2-TZVPD basis.

HOMO = -9.52 eV
DFT total energy = -17862.47345 eV
Energy relative to the best compared isomer or geometry (same formula, charge and spin) = 1.332 eV
SMILES string = Sc1nnn[nH]1

Structure (ORCA input):
```
! wB97M-V def2-TZVPD RIJCOSX def2/J DEFGRID3
* xyz 0 1
C 0.2821 0.1627 0.1344
H 2.5573 1.3267 0.0801
H -0.1590 -1.7966 0.2341
N -0.6267 1.2260 -0.0418
N -1.8173 0.6947 -0.1171
N -1.7561 -0.6639 -0.1090
N -0.5271 -0.9158 -0.0627
S 2.0468 -0.0339 -0.1179
*
```

***

4.
Here is a cluster of 2 separate species, CH2N5S in total from the OMol25 dataset. Energies are from the ωB97M-V functional and the def2-TZVPD basis.

HOMO (spin up / spin down) = -3.66 / -3.81 eV
DFT total energy = -19352.18805 eV
Energy relative to the best compared isomer or geometry (same formula, charge and spin) = 2.966 eV

Structure (ORCA input):
```
! wB97M-V def2-TZVPD RIJCOSX def2/J DEFGRID3
* xyz -1 1
C 0.4125 -0.2836 0.1282
N 0.6245 -1.2762 2.0057
N 1.2890 -0.8808 0.9185
N -0.7753 -0.3306 0.7608
N -0.6108 -0.9650 1.9480
N 0.3375 0.7339 -2.1548
S -0.8373 1.8203 -2.1965
H 1.2260 1.1573 -1.8708
H -1.6660 0.0248 0.4609
*
```

***

| no. | maximum force (eV/Å) |
| --- | --- |
| 1 | 4.4 |
| 2 | 1.7 |
| 3 | 5.2 |
| 4 | 2.1 |